# 1
This record from the Open Molecules 2025 dataset describes 2 unconnected molecules or ions with the total composition C5H6BrNS in a non-equilibrium geometry. The level of theory is ωB97M-V/def2-TZVPD.

CARTESIAN COORDINATES (ANGSTROEM)
1 Br -0.812 1.784 -2.491
2 S -0.835 1.012 1.794
3 N -0.467 -1.128 0.382
4 C -2.047 -0.192 1.764
5 C -1.689 -1.230 0.942
6 C 0.085 0.041 0.503
7 C 1.101 0.641 -0.245
8 C 1.936 0.002 -1.240
9 H 3.036 0.209 -1.072
10 H 1.848 -1.068 -1.287
11 H -2.912 0.178 2.487
12 H 1.220 1.597 0.040
13 H -2.252 -2.135 0.660
14 H 1.787 0.289 -2.238

Properties
ΔE to the lowest compared entry with this formula, charge and spin	2.504	eV
M	192.1	g mol⁻¹
orbital gap (alpha / beta)	5.0 / 7.4	eV
calculated total energy	-87647.2342	eV

---

# 2
This record from the Open Molecules 2025 dataset describes 9 unconnected molecules or ions with the total composition C20H44N4O12 in a non-equilibrium geometry. The level of theory is ωB97M-V/def2-TZVPD.

CARTESIAN COORDINATES (ANGSTROEM)
1 O -5.196 1.903 -1.874
2 O 3.521 -3.783 2.538
3 O -2.446 1.963 -4.103
4 O -1.589 3.779 -2.954
5 O 2.814 -0.742 -2.059
6 O 0.683 -0.004 2.013
7 O 4.767 -1.708 -1.715
8 O 2.584 -1.970 1.609
9 O -6.355 7.309 0.344
10 O -4.800 3.382 -3.538
11 O -1.624 -1.807 3.504
12 O 2.621 -6.836 -1.277
13 N -1.555 -1.753 1.258
14 N 1.528 2.013 1.450
15 N 4.558 -7.957 -0.731
16 N 1.120 8.112 -1.519
17 C 0.627 1.187 2.193
18 C -6.794 8.324 0.644
19 C -2.209 -2.106 2.445
20 C -7.415 9.418 1.014
21 C 3.415 -1.741 -1.712
22 C 1.810 6.789 -1.419
23 C 2.920 -3.079 -1.167
24 C -2.061 -2.047 -0.123
25 C 1.891 -2.720 3.896
26 C 5.405 -6.949 -1.211
27 C 2.610 1.464 0.610
28 C 2.703 -2.843 2.619
29 C 3.172 -7.745 -0.708
30 C 2.369 -8.853 -0.050
31 C -3.577 -2.763 2.412
32 C -0.720 1.616 -2.334
33 C -5.100 3.078 -2.259
34 C -0.329 1.778 3.112
35 C -5.198 4.158 -1.235
36 C -1.660 2.434 -3.287
37 H 6.384 -7.334 -0.995
38 H 1.780 2.846 1.906
39 H -5.426 3.653 -0.278
40 H 5.269 -6.738 -2.291
41 H 1.177 8.461 -2.528
42 H 2.683 -2.762 4.681
43 H 3.125 -3.889 -1.963
44 H -0.152 1.380 4.142
45 H -4.357 2.591 -3.875
46 H -0.646 -1.385 1.422
47 H -3.793 -3.498 3.216
48 H 1.887 -2.954 -0.930
49 H -3.707 -3.292 1.474
50 H 2.421 6.707 -2.298
51 H -5.869 4.971 -1.605
52 H 4.869 -8.844 -0.339
53 H 1.107 5.971 -1.240
54 H 1.384 -1.749 3.963
55 H 3.448 -3.281 -0.263
56 H -1.046 0.598 -2.253
57 H -7.422 9.818 2.034
58 H 2.145 0.653 -0.053
59 H -0.360 2.850 3.111
60 H -0.740 2.068 -1.360
61 H -2.461 -3.098 -0.295
62 H 1.773 -8.525 0.777
63 H -7.860 9.968 0.218
64 H -2.859 -1.335 -0.459
65 H 1.514 -9.043 -0.770
66 H 1.223 -3.519 3.969
67 H 3.371 1.007 1.215
68 H -4.270 4.752 -1.122
69 H 2.960 2.321 0.042
70 H -2.213 4.209 -3.558
71 H 1.824 -1.427 1.722
72 H -1.279 -1.997 -0.795
73 H 2.899 -9.671 0.208
74 H -1.322 1.406 2.761
75 H 2.526 6.720 -0.625
76 H 5.079 -6.015 -0.769
77 H 1.364 8.888 -0.948
78 H -4.437 -2.082 2.371
79 H 5.190 -2.443 -1.292
80 H 0.319 1.745 -2.714

Properties
M	532.6	g mol⁻¹
orbital gap	9.6	eV
calculated total energy	-51983.6156	eV

---

# 3
This record from the Open Molecules 2025 dataset describes a molecular structure, C34H38F3N5OSi2 in a non-equilibrium geometry. The level of theory is ωB97M-V/def2-TZVPD.

CARTESIAN COORDINATES (ANGSTROEM)
1 Si 3.468 -2.187 0.859
2 Si 1.768 -0.505 2.373
3 F -1.206 0.064 -1.015
4 F 0.303 1.152 -2.629
5 F -0.733 2.509 -0.820
6 O 1.821 -2.059 1.513
7 N -6.932 0.032 3.475
8 N 4.330 -5.441 -7.265
9 N -3.114 4.101 4.377
10 N 5.310 0.344 4.310
11 N -3.510 6.175 -0.459
12 C -8.026 0.213 2.704
13 C 5.347 -4.789 -9.355
14 C -3.190 5.158 -3.046
15 C -6.577 -1.246 3.732
16 C -3.927 6.319 -2.833
17 C 5.711 0.617 7.064
18 C 6.001 -0.585 6.428
19 C 3.226 -4.760 -7.641
20 C 5.219 1.682 6.317
21 C 5.788 -0.672 5.061
22 C -8.781 -0.824 2.180
23 C -2.614 4.508 -1.959
24 C 3.478 -3.046 -0.903
25 C -0.220 1.175 -1.216
26 C -3.909 3.041 4.642
27 C 0.679 0.680 1.317
28 C 3.110 -4.081 -8.843
29 C -8.389 -2.129 2.460
30 C 4.194 -4.098 -9.714
31 C 3.518 -4.589 -3.783
32 C 5.035 1.498 4.956
33 C -2.802 5.049 -0.697
34 C -4.387 4.450 2.356
35 C -4.946 2.631 3.819
36 C -4.056 6.784 -1.534
37 C 4.520 -2.520 -2.091
38 C 5.366 -5.441 -8.132
39 C 4.531 -3.294 -3.543
40 C -7.266 -2.348 3.250
41 C 2.458 -5.085 -2.591
42 C 1.095 0.785 -0.266
43 C 2.447 -4.302 -1.123
44 C -3.371 4.781 3.238
45 C -5.187 3.352 2.655
46 H 6.003 -1.587 4.518
47 H -5.551 1.770 4.080
48 H -4.550 5.033 1.456
49 H -3.066 4.763 -4.050
50 H 6.385 -1.434 6.982
51 H -0.441 0.326 1.421
52 H -3.684 2.513 5.564
53 H -5.696 -1.366 4.355
54 H 1.721 -4.674 -0.264
55 H 1.914 1.628 -0.384
56 H 1.183 -0.713 3.720
57 H 5.295 -2.903 -4.359
58 H 0.766 1.761 1.792
59 H -2.718 5.627 3.048
60 H -9.652 -0.620 1.568
61 H 6.241 -5.996 -7.808
62 H 1.546 -0.191 -0.728
63 H 2.198 -3.552 -9.094
64 H 3.135 -0.017 2.621
65 H 4.142 -3.576 -10.665
66 H -2.375 4.577 0.183
67 H 5.229 -1.613 -1.848
68 H 4.650 2.298 4.330
69 H -2.033 3.603 -2.092
70 H 4.212 -3.052 1.775
71 H -4.618 7.688 -1.317
72 H 6.209 -4.820 -10.011
73 H -5.992 3.061 1.986
74 H 4.983 2.632 6.783
75 H 4.020 -0.835 0.740
76 H 3.547 -5.163 -4.806
77 H 5.866 0.723 8.134
78 H -6.934 -3.353 3.486
79 H -8.289 1.250 2.511
80 H -4.389 6.848 -3.658
81 H -8.955 -2.968 2.065
82 H 1.712 -5.991 -2.735
83 H 2.408 -4.774 -6.925

Properties
M	645.9	g mol⁻¹
orbital gap	8.6	eV
calculated total energy	-69271.0083	eV